# 1
The following is a quantum chemistry calculation of a structure of composition C53H64N3O3 in a non-equilibrium geometry, from OMol25.

Output
- Orbital gap: 4.84 eV
- Energy relative to the best compared isomer or geometry (same formula, charge and spin): 0.0 kJ/mol
- Total charge: +1

Positions of all 123 atoms, in Å:
C  -1.3479  4.1495  -1.4445
C  -0.7257  3.3922  -2.6059
C  -1.7343  2.4112  -3.2058
C  -0.4049  4.4532  -3.6756
C  0.5587  2.6072  -2.2511
C  1.2606  2.1264  -3.3571
C  2.6149  1.8432  -3.2333
C  3.2314  1.9977  -1.9960
C  2.5124  2.2470  -0.8217
C  3.4146  2.3568  0.4502
C  2.7609  2.7907  1.7476
C  4.5358  3.3758  0.1845
C  4.0272  0.9878  0.7319
C  1.0957  2.3526  -0.9522
N  0.2084  2.0861  0.1610
C  -0.5799  0.9464  0.3728
C  -0.5354  -0.2482  -0.3393
C  -1.7569  -0.9895  -0.5045
C  -2.9631  -0.2780  -0.8188
C  -4.2015  -0.8397  -0.6273
C  -4.2640  -2.1542  -0.1096
N  -5.3253  -2.4577  0.7804
O  -5.2338  -3.5021  1.4654
O  -6.2654  -1.6326  0.8947
C  -3.1157  -2.9743  -0.0604
C  -1.8816  -2.3961  -0.2728
N  -1.2945  1.1920  1.5572
C  -2.1861  0.3234  2.3003
C  -1.6864  -0.8601  2.9103
C  -0.2364  -1.0432  3.4465
C  -0.1293  -2.3231  4.2880
C  0.1439  0.1314  4.3533
C  0.7837  -1.1870  2.3319
C  -2.6121  -1.8835  3.1711
C  -3.9404  -1.5496  3.4085
C  -4.3246  -0.2214  3.2814
C  -3.5458  0.6878  2.5479
C  -4.3049  1.9959  2.1522
C  -5.8157  1.7136  2.0257
C  -3.8971  2.5636  0.8082
C  -4.1421  3.0476  3.2528
C  -0.9186  2.4420  2.0368
C  -0.0930  3.0089  1.1485
H  -0.6192  4.8094  -0.9583
H  -2.1667  4.7759  -1.8317
H  -1.7890  3.4712  -0.7122
H  -1.4361  2.1197  -4.2200
H  -1.7991  1.5024  -2.5952
H  -2.7291  2.8742  -3.2641
H  -0.0593  4.0103  -4.6157
H  -1.3088  5.0383  -3.8952
H  0.3683  5.1423  -3.3133
H  0.7809  2.0425  -4.3369
H  3.1906  1.5378  -4.1067
H  4.3186  1.8862  -1.9545
H  2.0407  2.0558  2.1197
H  3.5500  2.8481  2.5122
H  2.3126  3.7848  1.6755
H  5.1958  3.0875  -0.6357
H  4.1010  4.3532  -0.0562
H  5.1570  3.4884  1.0838
H  4.6178  0.6125  -0.1108
H  4.6811  1.0267  1.6173
H  3.2342  0.2572  0.9321
H  0.4841  -0.7511  -0.5919
H  -2.8699  0.7486  -1.1760
H  -5.1385  -0.3031  -0.7716
H  -3.2369  -4.0122  0.2382
H  -0.9783  -3.0063  -0.1841
H  -0.2874  -3.2168  3.6729
H  0.8786  -2.3966  4.7185
H  -0.8470  -2.3295  5.1178
H  0.1728  1.0796  3.8075
H  -0.5822  0.2326  5.1701
H  1.1360  -0.0479  4.7905
H  0.9128  -0.2537  1.7779
H  1.7618  -1.4705  2.7535
H  0.4637  -1.9670  1.6304
H  -2.3097  -2.9268  3.2739
H  -4.6522  -2.2958  3.7649
H  -5.2893  0.0779  3.6982
H  -6.2960  1.6140  3.0056
H  -6.3120  2.5542  1.5233
H  -6.0127  0.8033  1.4444
H  -2.8618  2.8877  0.8027
H  -4.0698  1.8272  0.0182
H  -4.5142  3.4463  0.5874
H  -3.1055  3.3847  3.3454
H  -4.7719  3.9202  3.0309
H  -4.4552  2.6357  4.2190
H  -1.2732  2.8099  2.9837
H  0.3405  3.9945  1.1535
C  7.2565  -2.8685  0.0655
O  6.7303  -1.8694  -0.8391
C  5.3827  -1.8676  -1.0276
C  4.8987  -1.2440  -2.1987
C  3.5429  -1.0835  -2.3517
C  2.6227  -1.4873  -1.3683
C  1.1628  -1.3607  -1.6427
C  0.6674  -2.6593  -2.1763
C  0.0131  -2.6899  -3.4239
C  -0.0967  -3.8864  -4.1209
C  0.4005  -5.0733  -3.5772
C  0.3561  -6.3407  -4.3648
C  0.9104  -5.0750  -2.2800
C  0.9675  -3.8931  -1.5525
C  3.1219  -2.1563  -0.2378
C  4.4756  -2.3881  -0.0753
H  8.3368  -2.7381  0.0018
H  6.9086  -2.6954  1.0931
H  6.9654  -3.8784  -0.2667
H  5.6075  -0.8922  -2.9474
H  3.1549  -0.6357  -3.2685
H  1.0086  -0.6012  -2.4111
H  -0.3538  -1.7540  -3.8572
H  -0.5722  -3.9171  -5.1010
H  0.8603  -7.1359  -3.8138
H  -0.6745  -6.6575  -4.5608
H  0.8581  -6.2082  -5.3301
H  1.2659  -6.0159  -1.8457
H  1.3273  -3.9247  -0.5209
H  2.4382  -2.5304  0.5257
H  4.8425  -2.9255  0.8023

Atomic partial charges in e from the Mulliken method, atoms 1 to 4:
1 C -1.918
2 C 2.362
3 C -1.802
4 C -1.846

***

# 2
The following is a quantum chemistry calculation of a cluster of 6 separate species, C53H69ClIN5O13S in total in a non-equilibrium geometry, from OMol25.

Output
- Orbital gap: 8.57 eV
- Energy relative to the best compared isomer or geometry (same formula, charge and spin): 0.0 kJ/mol
- SMILES: CCCCCCCCCCCCCCCC[C@]1(C[C@@H](C)I)CCOS(=O)(=O)[C@H]1Cl.O=[N+]([O-])c1ccccc1.O=[N+]([O-])c1ccccc1.O=[N+]([O-])c1ccccc1.O=[N+]([O-])c1ccccc1.O=[N+]([O-])c1ccccc1

Positions of all 143 atoms, in Å:
C  2.5008  -5.4101  -0.6853
C  1.3557  -4.8864  0.2289
C  1.3554  -3.3462  0.2589
C  -0.0642  -2.7500  0.3959
C  -0.6199  -2.9412  1.8115
C  -0.7252  -1.6669  2.6975
C  0.6120  -1.0866  3.1773
C  0.3276  -0.1403  4.3845
C  1.3484  0.9942  4.6783
C  0.8593  2.4443  4.3981
C  1.9345  3.4868  4.7825
C  3.2600  3.4626  3.9761
C  3.0886  3.0265  2.5146
C  4.1564  3.6676  1.5939
C  3.6544  4.8266  0.6598
C  3.9054  4.6057  -0.8342
C  2.6649  4.0200  -1.5429
C  1.6338  5.2015  -1.6035
C  0.3026  5.0507  -0.8500
C  -0.2064  6.4901  -0.6006
I  -1.2802  4.1150  -2.0061
C  2.1231  2.7633  -0.8806
C  3.0917  1.5806  -0.8183
O  4.3321  1.7444  -1.5257
S  4.1344  2.1806  -3.0453
O  5.3948  2.5879  -3.5739
O  3.5412  1.1329  -3.8060
C  3.0307  3.6602  -3.0044
Cl  1.5929  3.2169  -3.9730
H  2.1085  -5.9292  -1.5541
H  3.1278  -4.5953  -1.0411
H  3.1495  -6.0751  -0.1210
H  0.4203  -5.2534  -0.1826
H  1.5391  -5.2554  1.2331
H  2.0008  -2.9862  1.0607
H  1.7476  -3.0268  -0.7010
H  -0.6784  -3.3035  -0.3122
H  -0.1045  -1.6965  0.1238
H  -1.6460  -3.2933  1.6908
H  -0.0875  -3.7301  2.3415
H  -1.3264  -0.9241  2.1737
H  -1.3272  -1.9904  3.5496
H  1.1661  -0.5802  2.3885
H  1.1765  -1.9234  3.5903
H  0.2497  -0.7886  5.2550
H  -0.6730  0.2722  4.2380
H  2.3065  0.7810  4.2123
H  1.5235  0.9435  5.7556
H  -0.0006  2.5879  5.0546
H  0.4580  2.5612  3.3942
H  2.1568  3.3148  5.8365
H  1.5202  4.4876  4.7359
H  4.0002  2.8177  4.4427
H  3.6527  4.4777  3.9218
H  2.1012  3.2914  2.1488
H  3.1966  1.9479  2.4240
H  4.6304  2.9327  0.9484
H  4.9235  4.1161  2.2232
H  2.5905  5.0174  0.8096
H  4.1793  5.7410  0.9266
H  4.0629  5.5862  -1.2867
H  4.8232  4.0530  -1.0221
H  2.1106  6.0708  -1.1561
H  1.4124  5.4934  -2.6274
H  0.3750  4.5956  0.1299
H  -1.1123  6.4876  -0.0031
H  0.5643  6.9920  -0.0126
H  -0.3650  7.0134  -1.5374
H  1.8707  3.0056  0.1477
H  1.2109  2.4291  -1.3684
H  3.3689  1.4325  0.2210
H  2.6161  0.6732  -1.1201
H  3.4889  4.4962  -3.5166
C  -8.4546  1.0398  -0.8429
C  -7.6226  0.3574  -1.7188
C  -6.2483  0.4654  -1.5954
C  -5.7238  1.2554  -0.5893
C  -6.5405  1.9464  0.2863
C  -7.9138  1.8364  0.1556
N  -4.2695  1.3545  -0.4416
O  -3.5790  0.7573  -1.2369
O  -3.8400  2.0298  0.4664
H  -9.5282  0.9500  -0.9385
H  -8.0461  -0.2614  -2.4971
H  -5.6036  -0.0662  -2.2786
H  -6.1227  2.5652  1.0657
H  -8.5637  2.3698  0.8345
C  3.4101  9.1419  7.8152
C  2.9698  8.0003  8.4693
C  2.0432  7.1685  7.8642
C  1.5714  7.4908  6.6053
C  1.9956  8.6285  5.9444
C  2.9203  9.4576  6.5560
N  0.6089  6.5995  5.9523
O  0.2441  5.6215  6.5621
O  0.2390  6.8886  4.8355
H  4.1382  9.7874  8.2880
H  3.3515  7.7569  9.4506
H  1.7025  6.2811  8.3755
H  1.6186  8.8750  4.9636
H  3.2625  10.3488  6.0495
C  3.8201  -7.6198  -5.3743
C  4.1242  -8.9626  -5.1965
C  3.1710  -9.8289  -4.6880
C  1.9187  -9.3373  -4.3666
C  1.6054  -8.0012  -4.5319
C  2.5628  -7.1396  -5.0381
N  0.8994  -10.2540  -3.8513
O  1.2098  -11.4183  -3.6992
O  -0.1942  -9.8044  -3.6092
H  4.5647  -6.9462  -5.7765
H  5.1047  -9.3349  -5.4573
H  3.4113  -10.8722  -4.5512
H  0.6287  -7.6191  -4.2763
H  2.3289  -6.0931  -5.1742
C  -4.0536  8.8866  -2.0177
C  -3.9198  7.5371  -2.3096
C  -5.0069  6.6893  -2.1867
C  -6.2204  7.2066  -1.7748
C  -6.3683  8.5483  -1.4740
C  -5.2764  9.3908  -1.5967
N  -7.3794  6.3142  -1.6650
O  -7.2137  5.1419  -1.9153
O  -8.4359  6.8014  -1.3319
H  -3.2032  9.5478  -2.1192
H  -2.9668  7.1437  -2.6358
H  -4.8974  5.6397  -2.4145
H  -7.3184  8.9436  -1.1486
H  -5.3790  10.4420  -1.3669
C  -0.5043  -14.0016  -3.8656
C  -0.9751  -14.9118  -2.9288
C  -1.9332  -15.8452  -3.2871
C  -2.4070  -15.8582  -4.5862
C  -1.9531  -14.9536  -5.5286
C  -0.9970  -14.0214  -5.1626
N  -3.4034  -16.8599  -4.9757
O  -3.7955  -17.6259  -4.1245
O  -3.7758  -16.8672  -6.1274
H  0.2469  -13.2772  -3.5864
H  -0.5921  -14.8947  -1.9182
H  -2.2968  -16.5510  -2.5559
H  -2.3315  -14.9675  -6.5394
H  -0.6317  -13.3102  -5.8903

Atomic partial charges in e from the Mulliken method, atoms 1 to 4:
1 C -1.056
2 C -0.340
3 C -0.648
4 C -0.807

***

# 3
The following is a quantum chemistry calculation of a cluster of 16 separate species, C53H69N15O13S in total in a non-equilibrium geometry, from OMol25.

Output
- Orbital gap: 9.35 eV

Positions of all 151 atoms, in Å:
N  -4.6479  2.8964  0.5866
C  -4.1466  3.4720  -0.4792
C  -3.3320  4.5886  -0.3988
C  -3.1391  5.2122  0.8543
C  -3.7606  4.6683  1.9764
C  -4.4466  3.4591  1.8146
H  -4.2329  2.9145  -1.3930
H  -3.0295  5.1230  -1.2932
H  -2.5688  6.1594  0.8648
H  -3.6849  5.1036  2.9446
H  -4.9022  2.9797  2.6676
N  2.2955  3.4363  -1.5934
C  3.5083  4.0015  -1.8978
C  3.6551  5.2315  -2.5719
C  2.5746  5.9049  -3.0782
C  1.3467  5.3142  -2.7826
C  1.2574  4.1451  -2.0692
H  4.4179  3.5337  -1.5674
H  4.7150  5.5423  -2.6732
H  2.7425  6.8654  -3.6284
H  0.4005  5.7614  -3.1050
H  0.2541  3.8246  -1.9810
N  2.8739  -5.9893  -2.4956
C  1.6965  -5.6259  -3.0077
C  1.5291  -4.4605  -3.7525
C  2.6370  -3.6529  -4.0008
C  3.8363  -4.0374  -3.4509
C  3.9076  -5.2378  -2.8012
H  0.8901  -6.3109  -2.8331
H  0.5541  -4.1189  -4.0632
H  2.4645  -2.7259  -4.4981
H  4.7732  -3.4988  -3.6467
H  4.8996  -5.6053  -2.4854
N  -1.5582  -4.0480  -6.0936
C  -2.0646  -4.9244  -5.2299
C  -2.3646  -4.6559  -3.9308
C  -2.1262  -3.3263  -3.4259
C  -1.6295  -2.3800  -4.3242
C  -1.3760  -2.8011  -5.6362
H  -2.2502  -5.9745  -5.4639
H  -2.7338  -5.4618  -3.2528
H  -2.3822  -3.1389  -2.3727
H  -1.3187  -1.4122  -4.0722
H  -0.9181  -2.0694  -6.2815
N  3.9611  -0.0542  5.9394
C  3.2934  -0.4070  4.8251
C  2.1502  -1.1497  4.8300
C  1.6384  -1.5978  6.0350
C  2.2936  -1.2210  7.1628
C  3.4603  -0.4994  7.0878
H  3.7320  -0.0758  3.9114
H  1.6708  -1.4190  3.8762
H  0.8252  -2.2984  6.1269
H  2.0616  -1.3989  8.2240
H  3.9529  -0.3060  8.0437
N  -3.4675  0.7997  4.0679
C  -2.3915  0.6588  4.8632
C  -1.6680  -0.5600  4.7925
C  -2.1077  -1.6010  3.9595
C  -3.2532  -1.3571  3.1656
C  -3.8867  -0.1768  3.2650
H  -2.1296  1.5537  5.4230
H  -0.8493  -0.6257  5.5245
H  -1.5735  -2.5635  3.7910
H  -3.6863  -2.0468  2.4775
H  -4.8203  0.0196  2.7557
N  0.1047  -1.0243  0.1842
C  -0.0850  -0.0991  1.1884
C  -0.5543  1.2304  0.9650
C  -0.8022  1.5905  -0.3486
C  -0.5223  0.6777  -1.4166
C  -0.0860  -0.5827  -1.1032
H  0.1341  -0.4055  2.1756
H  -0.6739  1.8943  1.8246
H  -1.2216  2.5196  -0.7354
H  -0.8222  0.9477  -2.4191
H  0.0742  -1.3540  -1.8397
N  2.2282  3.7049  3.1407
C  2.8722  3.1262  4.2029
C  2.3010  2.7518  5.4140
C  0.8962  2.9279  5.5776
C  0.2247  3.4392  4.4642
C  0.9067  3.7575  3.2915
H  3.9372  3.0706  4.1299
H  2.9400  2.4652  6.2160
H  0.3678  2.7163  6.5078
H  -0.8424  3.6966  4.5310
H  0.2189  4.2202  2.5362
N  -4.5628  -2.2772  0.1848
C  -5.3688  -2.9330  -0.6340
C  -5.6865  -2.4587  -1.8444
C  -5.1272  -1.1950  -2.2337
C  -4.2154  -0.5789  -1.4013
C  -3.9979  -1.1339  -0.1425
H  -5.8140  -3.8908  -0.3320
H  -6.3741  -2.8698  -2.5380
H  -5.4069  -0.7869  -3.1985
H  -3.7180  0.2923  -1.7069
H  -3.2688  -0.6873  0.5532
C  -1.0019  1.9855  -6.3850
S  -2.3638  1.3572  -5.2856
O  -2.0671  2.0469  -4.0395
C  -3.7663  2.2532  -6.0900
H  -1.0493  1.7709  -7.4620
H  -0.1503  1.4121  -6.1283
H  -0.8848  2.9944  -6.0559
H  -4.5296  2.2573  -5.3095
H  -4.1310  1.7630  -7.0097
H  -3.4372  3.2725  -6.3506
C  -1.7126  -4.3239  1.0003
N  -1.8306  -5.3966  -0.0662
O  -0.9033  -5.3839  -0.8377
O  -2.7494  -6.1829  -0.0991
H  -1.1730  -4.8549  1.7945
H  -2.6483  -3.9464  1.2755
H  -1.0154  -3.6862  0.4989
C  3.3420  1.1544  0.9454
N  4.5689  1.6769  0.3316
O  5.0757  2.6328  0.9193
O  4.9169  1.2242  -0.7289
H  2.5241  1.4959  0.3359
H  3.1525  1.5875  1.9659
H  3.4616  0.0725  1.0025
C  2.7247  0.2913  -2.5596
N  1.8259  0.4733  -3.7328
O  1.7366  1.5328  -4.3206
O  1.2326  -0.5561  -4.0598
H  3.6555  0.1455  -3.0279
H  2.4935  -0.5738  -1.9655
H  2.6403  1.2579  -2.0452
C  1.8089  -3.5754  -0.3361
N  2.2006  -2.8832  0.9442
O  3.1552  -2.1069  0.8835
O  1.4863  -3.0849  1.9466
H  0.7529  -3.2839  -0.4110
H  1.9485  -4.6665  -0.1079
H  2.5079  -3.2158  -1.0975
C  1.8121  -5.0298  4.5373
N  0.6947  -5.4815  3.6368
O  0.9617  -6.2760  2.7548
O  -0.4334  -5.0535  3.8387
H  1.7559  -3.9870  4.6201
H  2.7622  -5.4302  4.1690
H  1.4832  -5.4834  5.4114
C  2.8782  5.9585  0.7947
N  1.9342  6.9175  0.0734
O  2.4035  7.5548  -0.8631
O  0.7796  7.0280  0.4175
H  3.8699  6.0624  0.3477
H  2.4813  4.9174  0.6726
H  2.9420  6.2587  1.8379

Atomic partial charges in e from the Mulliken method, atoms 1 to 4:
1 N -0.435
2 C -0.370
3 C -0.515
4 C -0.190